The following is a quantum chemistry calculation of a cluster of 2 separate species, C5H15NO2 in total at a distorted geometry, from OMol25.

Geometry (Å):
C1 1.999 -1.154 -0.659
C2 0.482 -1.034 -0.771
C3 0.085 -1.338 -2.200
C4 0.040 0.426 -0.298
N1 -1.298 0.408 0.144
C5 -1.729 1.601 0.777
O1 -1.685 1.618 2.185
H1 2.404 -1.921 -1.386
H2 2.422 -1.491 0.290
H3 2.456 -0.090 -0.771
H4 -0.017 -1.673 -0.046
H5 0.933 -1.065 -2.860
H6 -0.718 -0.736 -2.448
H7 -0.282 -2.357 -2.361
H8 0.827 0.828 0.456
H9 0.313 1.136 -1.108
H10 -1.337 -0.457 0.653
H11 -2.694 2.010 0.408
H12 -1.270 2.510 0.238
H13 -2.467 1.311 2.603
O2 0.535 0.147 2.302
H14 1.297 0.710 2.384
H15 -0.295 0.610 2.467

As for the structure (SMILES): CC(C)CNCO.O. The orbital gap is 0.348 Ha.

natural (NBO) population analysis, charges in e, atoms 1 to 8: C -0.610; C -0.231; C -0.607; C -0.194; N -0.667; C 0.072; O -0.743; H 0.207